# 1
A structure of composition C6H8LiO6Sr. Source: the OMol25 dataset; level of theory: wB97M-V/def2-TZVPD.

Structure (XYZ):
```
22
Properties=species:S:1:pos:R:3
O -1.69958 -1.50422 1.88557
C 1.59947 1.36234 1.53911
C -0.51540 -0.94853 2.19897
O 2.41748 1.73220 2.39090
O 1.50434 0.07895 1.33676
C 0.29905 -0.61664 0.94304
H 0.07274 -1.51279 2.95327
H 0.12131 1.88188 0.05474
H -0.34561 0.04550 0.35544
H 0.63012 -1.51994 0.41683
Li -3.03030 -0.25816 1.64806
Sr 4.22331 3.49913 2.28692
O -1.27752 2.54762 2.74985
C -2.31170 1.83442 2.21974
C -0.39227 3.25129 1.89833
O -2.99315 1.20744 3.06068
O -2.40418 1.68027 0.98284
C 0.46084 2.40580 0.95096
H 0.22151 3.85976 2.57224
H -0.99321 3.94102 1.28936
H 0.85389 3.18583 0.27670
H -0.45877 0.16042 2.72675
```

Values from the calculation:
Charge: 0
E_HOMO (spin up / spin down): -7.06 / -7.15 eV
2S+1: 2
DFT total energy: -723.07449 Ha
Energy above the lowest of the compared OMol25 structures with the same formula, charge and spin: 33.65 kJ/mol


# 2
An isolated molecule of H5N2P. Source: the OMol25 dataset; level of theory: wB97M-V/def2-TZVPD.

Structure (XYZ):
```
8
Properties=species:S:1:pos:R:3
N 0.00030 0.57940 0.91945
N -0.45214 -0.37417 -0.02034
P 0.38081 -0.79996 -1.34386
H -0.83576 1.14055 1.09986
H 0.35182 0.14640 1.89417
H -1.22150 -0.91109 0.41613
H 1.68967 -0.14496 -0.80683
H 0.08679 0.36384 -2.15859
```

Values from the calculation:
Charge: 0
E_HOMO: -8.81 eV
DFT total energy: -453.77614 Ha
Energy above the lowest of the compared OMol25 structures with the same formula, charge and spin: 189.24 kJ/mol


# 3
A structure of composition C10H27N2O4V. Source: the OMol25 dataset; level of theory: wB97M-V/def2-TZVPD.

Structure (XYZ):
```
44
Properties=species:S:1:pos:R:3
O 1.33806 -1.04703 -1.06327
V 0.89335 0.11499 -0.06162
C -2.53973 -2.25699 0.63627
C -1.14266 -2.26314 1.25933
O -0.41141 -1.12194 0.94235
H -3.03686 -3.13623 1.05313
H -2.47422 -2.37770 -0.44764
H -3.11639 -1.35024 0.81769
H -0.61445 -3.15489 0.89514
H -1.27429 -2.34510 2.34632
C 1.44945 2.33413 3.79318
C 1.76856 1.59617 2.49250
C 2.00561 0.12310 2.69399
O 2.29601 -0.45917 1.42365
C 2.78839 -1.79979 1.51222
N 0.65608 1.71596 1.50542
H 2.38986 2.44111 4.33344
H 0.86476 1.67924 4.44778
H 0.89395 3.25194 3.62641
H 2.67553 2.01627 2.04994
H 1.14338 -0.35686 3.17866
H 2.79542 -0.14370 3.40339
H 3.72204 -1.77754 2.07258
H 2.94406 -2.17187 0.50382
H 2.08729 -2.50685 1.95893
H -0.20610 1.63597 2.05127
H 0.58865 2.69935 1.23539
C -3.06072 0.64931 -1.91031
C -1.60940 0.19183 -2.02543
C -1.10556 0.33294 -3.44927
O 0.16931 -0.26074 -3.53260
C 0.92340 0.12776 -4.65713
N -0.77597 1.03106 -1.10813
H -3.76002 0.18588 -2.59932
H -3.05786 1.73687 -2.05323
H -3.42109 0.51212 -0.88791
H -1.54589 -0.85087 -1.71882
H -1.03096 1.37828 -3.78061
H -1.78806 -0.23736 -4.08981
H 1.87431 -0.40327 -4.63280
H 1.14976 1.19829 -4.63386
H 0.45409 -0.18342 -5.59505
H -0.51432 1.87607 -1.61869
H -1.38535 1.37606 -0.36728
```

Values from the calculation:
Charge: +1
E_HOMO (spin up / spin down): -11.72 / -11.86 eV
2S+1: 2
DFT total energy: -1751.46402 Ha
Energy above the lowest of the compared OMol25 structures with the same formula, charge and spin: 0.00 kJ/mol


# 4
The ion C6H7ClNOS with charge +1. Source: the OMol25 dataset; level of theory: wB97M-V/def2-TZVPD.

Structure (XYZ):
```
17
Properties=species:S:1:pos:R:3
C -2.25040 -0.62317 -0.02369
C -1.90379 0.09453 1.08150
C -1.25169 -0.94370 -1.08562
C -0.74323 0.89887 1.00029
C -0.14255 -0.10562 -1.01119
C 2.71258 0.31722 -0.49738
N 0.00788 0.79005 -0.02816
O -1.65728 -1.83909 -2.01825
S 1.72718 0.03203 -1.93833
Cl 1.56049 1.79062 -2.77896
H -3.20622 -1.13883 -0.03411
H -2.61733 0.33208 1.80697
H -2.71166 -1.91202 -1.87975
H -0.33609 1.50457 1.91575
H 1.91230 0.59741 0.18132
H 3.41481 1.05466 -0.55618
H 3.20165 -0.58889 -0.24956
```

Values from the calculation:
Charge: +1
E_HOMO: -13.61 eV
DFT total energy: -1220.84816 Ha
Energy above the lowest of the compared OMol25 structures with the same formula, charge and spin: 53.49 kJ/mol


# 5
An isolated molecule of C4H5NO2. Source: the OMol25 dataset; level of theory: wB97M-V/def2-TZVPD.

Structure (XYZ):
```
12
Properties=species:S:1:pos:R:3
C -1.49657 -0.34733 -0.72835
C -0.13050 0.10703 -0.32625
C 0.23233 1.34177 0.04595
O 1.41079 1.35172 0.71389
C 1.75794 -0.18216 1.03115
O 2.76912 -0.57128 1.53813
N 0.86982 -0.77543 0.09225
H -1.55874 -0.70841 -1.75799
H -1.85176 -1.14806 -0.06521
H -2.19343 0.49098 -0.62163
H -0.43838 2.20208 0.02697
H 0.62940 -1.76089 0.05108
```

Values from the calculation:
Charge: 0
E_HOMO: -8.47 eV
DFT total energy: -360.63130 Ha
Energy above the lowest of the compared OMol25 structures with the same formula, charge and spin: 100.08 kJ/mol


# 6
A structure of composition C4H13O4. Source: the OMol25 dataset; level of theory: wB97M-V/def2-TZVPD.

Structure (XYZ):
```
21
Properties=species:S:1:pos:R:3
C -1.97691 -0.77799 -0.19597
C -0.93367 -0.29831 -1.12122
C 0.57404 -0.10304 -0.65111
O 1.41125 -1.29797 -0.92847
C -2.40238 0.30209 0.82641
O -3.79675 -0.36072 1.60898
H -1.67590 -1.60975 0.51198
H -2.86188 -1.06032 -0.76343
H -0.97147 -0.73453 -2.13689
H -1.26433 0.77904 -1.20805
H 0.46256 0.10567 0.43064
H 1.16693 0.78302 -1.04978
H -1.64064 0.58807 1.52885
H -2.61237 1.19365 0.23779
H -2.68590 -0.58408 1.61899
H 2.35387 -0.83488 -1.00527
H 4.36511 -0.81689 -0.47850
O 3.60995 -0.24255 -0.48592
H 3.32284 1.08417 0.62182
H 2.49954 1.89795 1.71182
O 3.05613 1.98740 0.92734
```

Values from the calculation:
Charge: -1
E_HOMO: -4.20 eV
DFT total energy: -461.02711 Ha
Energy above the lowest of the compared OMol25 structures with the same formula, charge and spin: 486.82 kJ/mol


# 7
A structure of composition CH3Br2N. Source: the OMol25 dataset; level of theory: wB97M-V/def2-TZVPD.

Structure (XYZ):
```
7
Properties=species:S:1:pos:R:3
C -0.55560 0.66241 -0.45203
N 0.07138 -0.77828 0.74072
Br 0.62622 -2.03028 -0.39392
Br 1.38615 0.00218 1.81263
H -0.69991 1.46746 0.26995
H 0.45515 0.65918 -1.13840
H -1.28339 0.01732 -0.83895
```

Values from the calculation:
Charge: 0
E_HOMO: -8.89 eV
DFT total energy: -5242.53610 Ha
Energy above the lowest of the compared OMol25 structures with the same formula, charge and spin: 252.64 kJ/mol


# 8
An isolated molecule of C5H8O. Source: the OMol25 dataset; level of theory: wB97M-V/def2-TZVPD.

Structure (XYZ):
```
14
Properties=species:S:1:pos:R:3
C 2.28198 0.68729 0.12860
C 1.24798 -0.24183 -0.40126
C 0.21801 -0.12496 -1.20598
C -0.84275 -0.79316 -1.61286
O -2.03013 -0.82818 -0.96981
C -2.20797 0.12060 0.06682
H 2.10578 0.77178 1.20746
H 3.26598 0.22471 0.00646
H 2.28556 1.68605 -0.30687
H 1.33668 -1.24306 0.02230
H -0.83428 -1.40077 -2.51040
H -2.33806 1.10402 -0.38852
H -3.11023 -0.17469 0.59426
H -1.36838 0.16536 0.76223
```

Values from the calculation:
Charge: 0
E_HOMO: -8.55 eV
DFT total energy: -270.45170 Ha
Energy above the lowest of the compared OMol25 structures with the same formula, charge and spin: 278.81 kJ/mol


# 9
A structure of composition C2H2CsFO. Source: the OMol25 dataset; level of theory: wB97M-V/def2-TZVPD.

Structure (XYZ):
```
7
Properties=species:S:1:pos:R:3
O -1.03041 -0.24995 0.01231
C 0.11188 -0.57642 0.37555
C 1.22194 -0.13581 -0.38564
H 0.30757 -1.08411 1.33522
F 2.42232 -0.33761 0.08753
H 1.16241 0.36844 -1.35166
Cs -4.19572 2.01546 -0.07330
```

Values from the calculation:
Charge: +1
E_HOMO (spin up / spin down): -12.29 / -13.41 eV
2S+1: 2
DFT total energy: -272.38526 Ha
Energy above the lowest of the compared OMol25 structures with the same formula, charge and spin: 0.00 kJ/mol


Which formula does entry 3 have? C10H27N2O4V


Among the records above, which one has the highest DFT total energy? C5H8O